1.
This record from the Open Molecules 2025 dataset describes a 2-piece molecular cluster, C3H11NS2 overall. The level of theory is wB97M-V/def2-TZVPD.

Properties
LUMO level (eV): 0.556
Net charge: 0
SMILES: CNC.CSS
Kohn-Sham gap (hartree): 0.34572

Geometry as XYZ:
```
17
Properties=species:S:1:pos:R:3:nbo_charge:R:1
C 2.9354 0.9834 0.4837 -0.42
N 1.6952 0.6065 1.1737 -0.62
C 1.4438 -0.8469 1.2013 -0.42
H 3.7372 0.9944 1.2295 0.19
H 3.2641 0.2219 -0.2341 0.17
H 2.8663 1.9600 0.0180 0.20
H 0.9313 1.0079 0.6459 0.34
H 0.7764 -1.1782 0.4027 0.17
H 0.9152 -1.0736 2.1328 0.20
H 2.3799 -1.3823 1.2278 0.19
C -3.5158 -0.8240 -1.6358 -0.75
S -3.7751 0.4187 -0.3479 0.10
S -2.1387 1.6228 -0.4725 -0.12
H -3.8387 -0.4831 -2.6180 0.22
H -4.0481 -1.7222 -1.3419 0.23
H -2.4611 -1.0651 -1.7047 0.22
H -1.1676 0.7597 -0.1605 0.10
```

***

2.
This record from the Open Molecules 2025 dataset describes C3H11NS2 as an isolated structure. The level of theory is wB97M-V/def2-TZVPD.

Properties
LUMO level (eV): 0.738
Net charge: 0
Kohn-Sham gap (hartree): 0.33063

Geometry as XYZ:
```
17
Properties=species:S:1:pos:R:3:nbo_charge:R:1
C -1.8793 1.7156 -0.8158 -0.74
S -1.8531 0.0318 -1.4740 -0.07
H -0.9364 2.1953 -0.9672 0.22
H -2.6288 2.3271 -1.2787 0.23
H -2.0913 1.7286 0.2579 0.22
C 1.0297 -0.4677 1.1151 -0.23
C 1.9349 -0.6315 -0.0981 -0.52
S 1.4317 0.2585 -1.6237 -0.20
N -0.2132 -1.2176 1.0628 -0.83
H 0.8028 0.5972 1.2328 0.19
H 1.5944 -0.6949 2.0145 0.18
H 1.9977 -1.6621 -0.3658 0.20
H 2.9084 -0.2414 0.2161 0.23
H -0.0371 0.0526 -1.6326 0.14
H -0.6877 -1.3011 1.9600 0.38
H -0.0965 -2.1309 0.6600 0.37
H -1.2763 -0.5596 -0.2632 0.22
```

***

Last place for stability: 2

***

1.
This record from the Open Molecules 2025 dataset describes a 10-piece molecular cluster, C20H60O10 overall. The level of theory is wB97M-V/def2-TZVPD.

Properties
LUMO level (eV): 0.333
Net charge: 0
SMILES: CCO.CCO.CCO.CCO.CCO.CCO.CCO.CCO.CCO.CCO
Kohn-Sham gap (hartree): 0.35954

Geometry as XYZ:
```
90
Properties=species:S:1:pos:R:3:mulliken_charge:R:1
C -5.0339 0.1345 1.3959 -1.37
C -3.6892 -0.0350 0.6845 0.26
O -2.7246 -0.7476 1.4550 -0.61
H -5.6949 0.7532 0.7890 0.38
H -4.9590 0.6832 2.3347 0.24
H -5.5186 -0.8224 1.5898 0.36
H -3.2817 0.9201 0.3530 0.04
H -3.8429 -0.5686 -0.2535 0.39
H -1.9002 -0.9024 0.9881 0.04
C 0.0968 -2.5405 -3.3599 0.12
C -1.3945 -2.7863 -3.2663 -0.34
O -2.1030 -2.2209 -4.3308 -0.63
H 0.6152 -2.9052 -2.4732 -0.23
H 0.2594 -1.4627 -3.3475 -0.23
H 0.4866 -3.0739 -4.2269 0.49
H -1.7642 -2.3541 -2.3365 -0.07
H -1.5484 -3.8482 -3.0745 0.40
H -2.2134 -1.3004 -4.0816 0.46
C 3.0485 2.2791 -1.7158 -0.92
C 3.6521 0.9972 -2.2625 0.07
O 4.1563 0.2881 -1.1773 -0.61
H 2.2451 2.1156 -0.9975 -0.14
H 2.5880 2.8662 -2.5105 0.39
H 3.8189 2.8918 -1.2477 0.45
H 4.4538 1.1912 -2.9750 0.46
H 2.8994 0.3688 -2.7386 -0.05
H 4.6759 -0.4601 -1.4802 0.38
C 0.7304 -4.2982 2.0541 -0.79
C -0.2929 -4.7094 1.0392 -0.37
O 0.1659 -4.2277 -0.2105 -0.40
H 1.7206 -4.6883 1.8186 0.36
H 0.5032 -4.7412 3.0237 0.39
H 0.8995 -3.2272 2.1653 -0.01
H -1.2541 -4.2371 1.2419 0.25
H -0.4429 -5.7875 0.9811 0.35
H 0.9264 -4.7344 -0.5047 0.21
C -0.4737 1.5731 -3.1094 -1.02
C -1.7185 0.9412 -2.5739 0.34
O -2.5274 0.5307 -3.5969 -0.64
H 0.0557 0.8713 -3.7538 0.30
H 0.2466 1.8244 -2.3309 -0.06
H -0.6603 2.4788 -3.6863 0.38
H -2.3081 1.7175 -2.0863 0.52
H -1.5215 0.0928 -1.9186 -0.14
H -3.3907 0.6166 -3.1857 0.36
C 1.0416 0.6061 4.3424 -0.58
C 0.0339 -0.5829 4.3579 0.33
O 0.5572 -1.4675 5.3047 -0.59
H 2.0665 0.2759 4.1729 0.32
H 1.0148 1.1304 5.2976 0.30
H 0.7600 1.2777 3.5315 -0.07
H -0.1311 -1.0685 3.3961 -0.07
H -0.9114 -0.2834 4.8106 0.05
H 1.1125 -2.1256 4.8801 0.33
C 3.6591 -2.8277 -2.2413 -0.80
C 5.0969 -2.7306 -2.8054 -0.43
O 5.5074 -1.3967 -2.6833 -0.50
H 3.0460 -2.1852 -2.8734 0.13
H 3.4621 -2.3801 -1.2672 0.30
H 3.3174 -3.8564 -2.3559 0.39
H 5.2097 -3.0306 -3.8472 0.35
H 5.8224 -3.3395 -2.2660 0.32
H 6.3211 -1.2911 -3.1817 0.26
C -2.4971 2.1333 3.8162 -0.39
C -3.3115 3.3752 3.4119 -0.46
O -3.0883 3.7029 2.0398 -0.51
H -3.0150 1.2405 3.4658 0.07
H -2.4695 2.0773 4.9044 0.43
H -1.4759 2.1247 3.4350 -0.08
H -2.8967 4.2476 3.9169 0.33
H -4.3771 3.2422 3.5988 0.31
H -2.1425 3.6661 1.8797 0.29
C -0.9502 5.2945 -0.1987 -1.29
C 0.0633 4.2455 0.3211 0.32
O -0.2886 3.8184 1.6051 -0.41
H -1.9396 4.8395 -0.2456 0.30
H -0.7695 5.7213 -1.1852 0.40
H -0.9179 6.1685 0.4518 0.33
H 1.0897 4.6120 0.3066 0.50
H 0.0397 3.3657 -0.3219 -0.40
H 0.3730 4.1890 2.1937 0.24
C 0.2680 0.6604 0.7068 0.23
C 0.7525 -0.6470 0.0736 -0.02
O -0.3853 -1.3137 -0.2423 0.65
H 1.0760 1.3065 1.0500 0.61
H -0.2863 0.5090 1.6331 -0.35
H -0.4341 1.1777 0.0529 -0.66
H 1.2975 -1.1417 0.8775 0.22
H 1.3795 -0.5915 -0.8163 -0.04
H -0.0659 -2.2045 -0.4042 -0.43
```

***

2.
This record from the Open Molecules 2025 dataset describes C20H60O10 as an isolated structure. The level of theory is wB97M-V/def2-TZVPD.

Properties
LUMO level (eV): 0.186
Net charge: 0
Kohn-Sham gap (hartree): 0.29911

Geometry as XYZ:
```
90
Properties=species:S:1:pos:R:3:mulliken_charge:R:1
C 2.2611 3.6005 0.2679 0.00
C 2.2363 2.8830 1.5972 -0.45
O 0.9380 2.3786 1.8357 -0.79
H 3.2558 4.0106 0.0935 0.44
H 1.6111 4.4754 0.2582 0.38
H 2.0420 2.9417 -0.5724 -1.53
H 2.5552 3.5721 2.3792 0.69
H 2.9125 2.0284 1.6210 -0.19
H 0.7064 1.8799 1.0488 0.73
C -0.3589 -0.8537 2.9197 -1.06
C 0.3742 -2.2199 2.6092 -0.28
O -0.5907 -3.2528 2.4431 -0.50
H 0.3908 -0.0757 3.0644 0.02
H -0.8325 -0.9134 3.8996 0.57
H -1.1310 -0.4479 2.2660 0.26
H 1.1272 -2.4376 3.3667 0.61
H 0.9108 -2.1394 1.6639 0.22
H -0.1883 -4.0786 2.7221 0.37
C 1.6049 3.6322 -2.4888 -1.21
C 0.1222 3.4960 -2.0533 -0.87
O -0.2907 2.1460 -2.1899 -0.49
H 1.6570 3.2986 -3.5252 0.46
H 2.2263 2.8742 -2.0121 0.55
H 2.0111 4.6263 -2.3022 0.39
H -0.5699 4.1668 -2.5625 0.51
H -0.0226 3.6734 -0.9877 0.47
H -0.3811 1.9863 -3.1322 0.16
C 3.4448 0.9978 -1.1855 -1.18
C 2.9629 0.2455 0.0936 1.85
O 3.9761 0.1963 1.0712 -0.72
H 4.0933 0.3847 -1.8113 0.40
H 3.8257 1.9713 -0.8766 0.33
H 2.5275 1.1065 -1.7641 -0.01
H 2.6074 -0.7748 -0.0504 -0.24
H 2.0749 0.7715 0.4441 -1.09
H 3.6547 0.3713 1.9587 0.37
C 0.9162 -2.8660 -0.0762 1.18
C 1.7832 -4.1230 0.0463 -1.35
O 3.0292 -4.0295 -0.5387 -0.56
H -0.0509 -3.0183 0.4029 0.13
H 0.6893 -2.6920 -1.1281 0.39
H 1.4767 -1.9969 0.2682 -0.58
H 1.2966 -5.0091 -0.3613 0.43
H 1.9163 -4.4103 1.0893 0.35
H 3.5988 -3.4846 0.0092 0.32
C -3.2938 -3.0039 1.5704 -1.34
C -2.2591 -3.0623 0.4343 -0.19
O -1.3763 -2.0557 0.6742 0.03
H -3.7655 -2.0371 1.7463 0.25
H -2.7821 -3.2689 2.4956 0.35
H -4.1299 -3.6912 1.4407 0.45
H -2.7689 -2.8843 -0.5125 0.21
H -1.7735 -4.0332 0.3356 0.26
H -0.9674 -2.3126 1.5039 -0.37
C -1.4069 2.0374 3.1246 -0.50
C -0.1328 2.0859 3.9953 0.00
O 0.7853 3.1385 3.6930 -0.85
H -1.1157 2.1942 2.0860 0.14
H -2.1898 2.7380 3.4151 0.53
H -1.8420 1.0387 3.1609 0.10
H 0.4863 1.2039 3.8312 0.11
H -0.3735 2.1714 5.0550 0.44
H 1.2042 2.9801 2.8439 1.23
C -3.2057 -0.0143 -1.5576 -0.36
C -4.0674 -1.1252 -2.2363 -0.37
O -5.3463 -0.5729 -2.4996 -0.54
H -3.5274 0.3047 -0.5662 0.50
H -3.1570 0.8721 -2.1901 0.51
H -2.1667 -0.3147 -1.4221 -0.07
H -4.1973 -1.9509 -1.5367 0.29
H -3.6413 -1.5195 -3.1588 0.40
H -5.8701 -1.1206 -3.0889 0.32
C -1.1220 0.0938 -3.5087 -0.89
C -0.1053 -0.9851 -3.4717 1.04
O -0.2735 -1.8765 -4.5515 -0.60
H -0.7298 0.8111 -4.2296 0.48
H -1.3620 0.5561 -2.5512 -0.52
H -2.0831 -0.3183 -3.8161 0.30
H -0.2578 -1.5533 -2.5541 -0.45
H 0.8959 -0.5556 -3.4359 0.15
H 0.3680 -2.5852 -4.4636 0.36
C -0.1309 -0.4289 -0.3525 0.43
C -0.1817 0.8069 0.5857 -1.07
O 0.6378 1.7922 0.0566 -0.65
H -0.6781 -1.2484 0.1134 0.41
H 0.8876 -0.8022 -0.4590 -0.54
H -0.6291 -0.1852 -1.2909 -0.56
H 0.1865 0.5255 1.5722 -0.10
H -1.2183 1.1347 0.6640 0.89
H 0.2762 2.1290 -0.7664 0.37
```

***

3.
This record from the Open Molecules 2025 dataset describes a 10-piece molecular cluster, C20H60O10 overall. The level of theory is wB97M-V/def2-TZVPD.

Properties
LUMO level (eV): 0.159
Net charge: 0
SMILES: CC(C)O.CC(C)O.CC(C)O.CC(C)O.CC(C)O.CO.CO.CO.CO.CO
Kohn-Sham gap (hartree): 0.35295

Geometry as XYZ:
```
90
Properties=species:S:1:pos:R:3:mulliken_charge:R:1
C -1.7655 -4.2850 -1.8724 -0.96
C -2.0012 -2.8934 -2.4759 0.96
C -3.2288 -2.8666 -3.3529 -1.69
O -2.1181 -1.8581 -1.5113 -0.48
H -1.4300 -4.9081 -2.7020 0.40
H -2.6338 -4.6993 -1.3592 0.36
H -0.9722 -4.2042 -1.1277 -0.03
H -1.0909 -2.6958 -3.0599 0.02
H -3.4613 -1.8864 -3.7623 0.37
H -4.0948 -3.1786 -2.7584 0.38
H -3.1352 -3.6212 -4.1362 0.38
H -1.2599 -1.7171 -1.0735 0.15
C 1.8500 3.8130 1.1532 -1.13
C 1.5203 3.2738 2.5274 0.46
C 0.6725 1.9924 2.4761 -0.59
O 2.7644 3.0362 3.1908 -0.55
H 2.4540 4.7194 1.2337 0.44
H 0.9453 4.0891 0.6118 0.28
H 2.4410 3.1122 0.5623 0.11
H 0.9268 4.0184 3.0702 0.18
H -0.0070 2.0686 1.6226 -0.29
H 0.0144 1.8500 3.3348 0.42
H 1.3286 1.1342 2.3289 0.29
H 2.5560 2.7087 4.0738 0.30
C -2.0667 -0.9626 3.1104 -0.90
C -0.8541 -1.5233 3.8131 0.37
C -1.1296 -2.8087 4.6152 -1.41
O 0.0826 -1.8206 2.7536 -0.39
H -2.9302 -0.7365 3.7319 0.52
H -2.3911 -1.7019 2.3695 0.27
H -1.7944 -0.0780 2.5309 -0.06
H -0.4069 -0.7962 4.5012 0.26
H -0.1818 -3.2549 4.9115 0.38
H -1.6631 -3.4767 3.9398 0.30
H -1.7257 -2.5739 5.4955 0.43
H 0.9119 -2.0284 3.1994 0.17
C -4.5381 1.1763 1.4247 -1.23
C -3.5926 2.3675 1.3211 0.47
C -2.6552 2.1601 0.1230 -0.46
O -4.3271 3.5754 1.1499 -0.58
H -4.0038 0.2368 1.2682 0.19
H -5.3271 1.2221 0.6692 0.36
H -5.0942 1.1023 2.3622 0.33
H -2.9862 2.4648 2.2215 0.20
H -3.2129 1.9760 -0.7964 0.67
H -1.9954 1.3044 0.2879 -0.50
H -2.0142 3.0384 0.0192 0.16
H -4.5070 3.6849 0.2119 0.36
C -0.8343 3.8893 -2.3907 -1.56
C -0.0798 2.6166 -2.7352 1.06
C 0.1426 2.5243 -4.2378 -1.51
O 1.2130 2.6568 -2.0843 -0.36
H -0.3473 4.7725 -2.8234 0.46
H -0.9153 4.0532 -1.3165 0.29
H -1.8355 3.9348 -2.8272 0.41
H -0.6368 1.7732 -2.3325 -0.11
H 0.6529 1.6052 -4.5335 0.37
H 0.7915 3.3152 -4.6284 0.34
H -0.8000 2.6059 -4.7831 0.41
H 1.6154 3.4696 -2.4146 0.26
C 1.9591 -3.2220 -2.6331 -0.11
O 2.3455 -2.2153 -3.5701 -0.52
H 1.2163 -3.8560 -3.1082 0.20
H 2.8514 -3.7947 -2.3541 0.36
H 1.5809 -2.7816 -1.7089 -0.19
H 2.5432 -1.3850 -3.1103 0.41
C 4.2187 1.0395 -2.9361 -0.73
O 2.9216 0.4670 -2.7228 -0.44
H 4.1939 2.1078 -2.7099 0.29
H 4.8708 0.5955 -2.1772 0.21
H 4.6472 0.8692 -3.9203 0.29
H 2.3504 1.1928 -2.4268 0.31
C 5.0204 1.2310 1.2128 -0.18
O 5.1709 2.4755 1.8354 -0.55
H 5.0559 0.4245 1.9534 0.27
H 4.0731 1.1028 0.6666 -0.16
H 5.8020 1.0976 0.4685 0.25
H 4.4905 2.6101 2.5140 0.40
C 0.6221 -0.2731 -0.4638 -0.16
O 0.2625 -1.5723 0.0160 -0.37
H 0.6192 -0.3090 -1.5515 0.39
H -0.1162 0.4742 -0.1597 -0.31
H 1.6054 -0.0206 -0.0666 0.55
H 0.2425 -1.5295 0.9901 0.01
C 0.0976 -4.8823 1.7301 -0.27
O -0.4657 -6.1277 2.1664 -0.56
H 0.8478 -4.5389 2.4498 0.27
H 0.6133 -4.9953 0.7722 0.32
H -0.7150 -4.1713 1.6425 -0.01
H 0.2371 -6.7791 2.0807 0.29
```

***

Last place for stability: 2